C40H71CsN3OP3SeSi | wB97M-V/def2-TZVPD

XYZ file:
```
121
C40H71CsN3OP3SeSi wB97M-V/def2-TZVPD
Cs -1.05 -2.23 1.48
C -2.81 -0.33 -3.49
C -1.68 0.77 -3.59
C -1.43 1.11 -5.07
P -0.09 0.33 -2.62
C 0.12 -1.51 -2.36
C -0.24 -2.50 -3.48
C 1.36 -1.94 -1.68
C 1.32 0.66 -3.64
C 1.70 0.32 -4.94
C 2.68 1.10 -5.59
C 3.39 2.09 -4.85
C 2.97 2.48 -3.56
C 1.97 1.70 -2.96
Si 0.97 1.90 -1.32
C -0.29 3.31 -1.63
C -0.13 4.20 -2.73
C -0.84 5.40 -2.72
C -1.87 5.53 -1.80
C -1.98 4.73 -0.69
C -1.24 3.57 -0.57
P -1.58 2.35 0.77
C -3.29 1.71 0.31
C -4.00 2.41 -0.86
C -3.16 0.22 0.24
C -2.01 3.32 2.46
C -3.40 3.89 2.56
C -0.96 4.37 2.78
C 2.10 2.43 0.12
C 1.98 3.81 0.50
C 2.96 4.38 1.31
C 3.93 3.59 1.86
C 4.08 2.24 1.46
C 3.13 1.62 0.67
P 2.90 -0.20 0.71
C 2.53 -0.56 2.55
C 1.14 -0.01 2.97
C 2.64 -2.10 2.93
C 4.74 -0.85 0.48
C 5.54 0.05 -0.43
C 5.44 -1.14 1.85
H -3.79 0.01 -3.85
H -3.01 -0.70 -2.42
H -2.47 -1.20 -4.03
H -2.07 1.64 -3.03
H -1.08 0.25 -5.65
H -0.63 1.89 -5.16
H -2.40 1.54 -5.47
H -0.65 -1.58 -1.64
H 0.68 -2.80 -3.99
H -0.92 -2.02 -4.22
H -0.64 -3.43 -3.04
H 2.22 -1.85 -2.39
H 1.26 -3.15 -1.60
H 1.58 -1.63 -0.68
H 1.15 -0.43 -5.52
H 2.93 0.82 -6.60
H 4.27 2.50 -5.34
H 3.58 3.15 -2.96
H 0.55 3.92 -3.54
H -0.70 6.12 -3.54
H -2.59 6.33 -1.85
H -2.79 4.87 0.03
H -3.88 1.90 1.22
H -3.50 2.37 -1.81
H -4.23 3.47 -0.59
H -5.01 1.92 -0.98
H -2.26 -0.12 -0.27
H -4.07 -0.18 -0.23
H -3.14 -0.26 1.25
H -1.92 2.48 3.18
H -3.54 4.77 1.92
H -3.52 4.31 3.61
H -4.15 3.17 2.37
H -1.06 5.27 2.18
H 0.04 4.00 2.70
H -0.95 4.65 3.83
H 1.08 4.42 0.26
H 2.89 5.46 1.60
H 4.64 4.02 2.51
H 4.83 1.63 1.97
H 3.31 0.00 3.06
H 0.69 0.56 2.20
H 1.30 0.60 3.93
H 0.43 -0.80 3.29
H 1.75 -2.53 3.37
H 3.42 -2.21 3.69
H 2.94 -2.71 2.05
H 4.52 -1.85 0.05
H 6.01 0.91 0.06
H 4.96 0.43 -1.29
H 6.34 -0.54 -0.97
H 5.18 -0.48 2.64
H 6.51 -1.20 1.67
H 5.23 -2.18 2.20
N -2.57 -3.83 3.84
C -3.95 -4.14 3.53
C -4.15 -4.34 2.00
C -3.46 -5.67 1.56
C -3.23 -5.74 0.09
N -2.18 -4.82 -0.39
H -1.99 -4.65 3.98
H -2.50 -3.19 4.67
H -4.67 -3.34 3.83
H -4.26 -5.12 3.98
H -3.78 -3.48 1.32
H -5.28 -4.36 1.84
H -4.04 -6.56 1.89
H -2.51 -5.78 1.99
H -4.16 -5.61 -0.54
H -2.87 -6.73 -0.10
H -2.01 -5.00 -1.37
H -1.27 -5.06 0.05
O 3.91 -6.00 0.13
H 3.98 -6.17 -0.83
H 3.04 -5.63 0.28
N -0.30 -2.04 6.73
H 0.06 -1.51 7.59
H 0.10 -1.58 5.92
H 0.09 -3.03 6.75
Se 1.15 -4.40 -0.31
```

Net charge: -2
Energy (Ha): -5541.09533

C26H29N5O2 | wB97M-V/def2-TZVPD

XYZ file:
```
62
C26H29N5O2 wB97M-V/def2-TZVPD
C -0.94 -4.14 0.50
N -1.19 -2.87 1.13
C -2.58 -2.57 1.45
C -3.20 -1.61 0.47
C -2.66 -1.32 -0.77
N -3.23 -0.48 -1.61
C -4.35 0.10 -1.22
C -4.90 -0.18 0.02
N -4.34 -1.03 0.86
C -0.28 -1.94 1.51
O -0.62 -0.95 2.14
C 1.16 -2.15 1.11
C 1.43 -2.03 -0.43
C 2.47 -3.11 -0.74
O 2.20 -4.29 -0.65
N 3.71 -2.69 -1.04
C 4.13 -1.33 -1.27
C 3.17 -0.37 -0.57
N 1.83 -0.76 -0.95
C 0.85 0.26 -1.21
C 0.39 1.11 0.00
C -0.93 1.80 -0.26
C -1.85 1.88 0.78
C -3.06 2.52 0.60
C -3.37 3.11 -0.61
C -2.46 3.02 -1.66
C -1.25 2.37 -1.49
C 1.43 2.13 0.41
C 1.87 3.13 -0.45
C 2.82 4.04 -0.05
C 3.36 3.97 1.23
C 2.92 2.99 2.10
C 1.96 2.08 1.70
H -1.53 -4.23 -0.41
H -1.23 -4.95 1.17
H 0.11 -4.27 0.24
H -2.63 -2.11 2.44
H -3.15 -3.50 1.47
H -1.74 -1.79 -1.12
H -4.80 0.79 -1.92
H -5.83 0.28 0.35
H 1.49 -3.13 1.45
H 1.75 -1.39 1.63
H 0.52 -2.33 -0.96
H 4.37 -3.42 -1.27
H 4.13 -1.12 -2.35
H 5.15 -1.20 -0.90
H 3.34 -0.41 0.52
H 3.35 0.65 -0.90
H -0.02 -0.22 -1.65
H 1.29 0.92 -1.97
H 0.23 0.44 0.84
H -1.62 1.41 1.72
H -3.76 2.57 1.42
H -4.31 3.62 -0.75
H -2.70 3.46 -2.62
H -0.57 2.31 -2.32
H 1.45 3.20 -1.44
H 3.15 4.81 -0.73
H 4.11 4.68 1.54
H 3.33 2.93 3.10
H 1.62 1.32 2.39
```

SMILES: CN(Cc1cnccn1)C(=O)C[C@@H]1C(=O)NCCN1CC(c1ccccc1)c1ccccc1
Net charge: 0
Energy (Ha): -1432.45859

C9H22B3ClNO7P | wB97M-V/def2-TZVPD

XYZ file:
```
44
C9H22B3ClNO7P wB97M-V/def2-TZVPD
H -0.55 1.71 3.19
N 0.38 1.62 3.59
C 0.87 0.48 3.38
C 2.26 0.19 3.88
C 0.17 -0.63 2.61
B -1.29 -0.96 3.04
O -1.85 -2.19 2.68
B -2.88 -2.68 3.45
Cl -3.21 -4.39 3.47
O -3.65 -1.82 4.20
B -3.40 -0.49 3.94
P -4.84 0.79 3.64
O -4.72 1.43 2.31
O -2.10 -0.10 3.77
H 2.49 -0.87 3.91
H 2.41 0.65 4.86
H 2.97 0.65 3.19
H 0.19 -0.39 1.54
H 0.74 -1.56 2.69
H -4.81 1.67 4.75
H -6.03 0.07 3.86
C 4.04 1.16 -4.59
O 2.87 0.55 -4.08
C 3.17 -0.43 -3.12
C 1.90 -0.93 -2.45
O 1.43 -0.08 -1.42
C 0.74 1.09 -1.83
C -0.70 0.83 -2.24
O -0.75 0.35 -3.57
C -2.05 -0.07 -3.92
H 4.70 0.42 -5.06
H 3.73 1.88 -5.35
H 4.59 1.68 -3.81
H 3.84 -0.02 -2.35
H 3.67 -1.28 -3.60
H 2.13 -1.88 -1.97
H 1.13 -1.10 -3.20
H 1.27 1.60 -2.63
H 0.72 1.74 -0.96
H -1.27 1.76 -2.17
H -1.14 0.10 -1.56
H -2.39 -0.90 -3.30
H -2.02 -0.39 -4.96
H -2.77 0.76 -3.83
```

SMILES: [H]/N=C(/C)CB1OB(Cl)OB([PH2]=O)O1.COCCOCCOC
Net charge: 0
Energy (Ha): -1813.93069

C28H64N8O11 | wB97M-V/def2-TZVPD

XYZ file:
```
111
C28H64N8O11 wB97M-V/def2-TZVPD
C -6.18 -12.65 -4.73
C -6.64 -12.69 -3.21
O -6.91 -14.09 -2.87
C -8.03 -14.69 -3.30
O -8.70 -14.32 -4.24
O -8.31 -15.63 -2.41
C -9.65 -16.10 -2.34
H -5.30 -13.28 -4.87
H -5.75 -11.74 -5.13
H -7.06 -12.86 -5.34
H -7.46 -11.99 -3.07
H -5.85 -12.25 -2.61
H -10.37 -15.57 -2.96
H -9.89 -16.09 -1.27
H -9.62 -17.15 -2.62
C -5.46 -14.68 -6.86
N -5.68 -15.90 -6.13
C -6.60 -15.77 -5.02
C -5.17 -17.07 -6.64
O -5.52 -18.15 -6.29
H -6.29 -14.54 -7.56
H -4.59 -14.66 -7.51
H -5.46 -13.84 -6.17
H -6.78 -16.75 -4.59
H -6.06 -15.26 -4.23
H -7.54 -15.29 -5.30
H -4.47 -16.94 -7.48
C -9.45 -7.67 -7.44
N -10.10 -8.71 -8.30
C -9.19 -9.41 -9.21
C -11.45 -8.99 -8.28
O -11.99 -10.03 -8.73
H -9.08 -6.84 -8.03
H -8.60 -7.90 -6.80
H -10.20 -7.16 -6.82
H -8.28 -9.78 -8.74
H -9.66 -10.33 -9.55
H -8.94 -8.77 -10.06
H -11.94 -8.19 -7.69
C -7.91 -13.99 -9.05
N -8.98 -13.63 -10.05
C -10.13 -12.86 -9.53
C -8.84 -13.93 -11.31
O -9.61 -13.53 -12.20
H -7.35 -13.10 -8.76
H -7.21 -14.71 -9.47
H -8.38 -14.40 -8.16
H -10.84 -12.49 -10.27
H -10.67 -13.46 -8.79
H -9.68 -12.07 -8.92
H -7.87 -14.40 -11.51
C -10.30 -12.71 -3.66
N -10.35 -11.47 -2.84
C -9.09 -10.95 -2.26
C -11.49 -10.81 -2.56
O -11.58 -9.71 -2.00
H -9.97 -13.53 -3.03
H -9.56 -12.51 -4.43
H -11.20 -12.82 -4.27
H -8.36 -10.64 -3.00
H -9.23 -10.11 -1.57
H -8.64 -11.76 -1.69
H -12.41 -11.30 -2.91
C -10.26 -11.54 -6.95
N -8.86 -12.04 -6.90
C -8.79 -13.52 -6.66
C -7.80 -11.34 -7.26
O -6.69 -11.80 -7.33
H -10.84 -12.15 -7.64
H -10.38 -10.50 -7.25
H -10.73 -11.67 -5.97
H -9.22 -13.84 -5.71
H -9.36 -13.95 -7.48
H -7.73 -13.78 -6.73
H -8.07 -10.30 -7.49
C -12.10 -12.52 -8.72
N -13.49 -12.65 -8.62
C -14.40 -12.09 -9.65
C -14.05 -13.17 -7.52
O -15.26 -13.15 -7.25
H -11.57 -13.22 -8.08
H -11.75 -11.55 -8.35
H -11.76 -12.84 -9.71
H -15.40 -11.97 -9.22
H -14.20 -11.06 -9.95
H -14.25 -12.76 -10.50
H -13.29 -13.53 -6.81
C -12.00 -9.57 -5.54
N -10.77 -8.78 -5.33
C -10.83 -7.36 -5.04
C -9.59 -9.41 -5.37
O -8.49 -8.81 -5.14
H -11.73 -10.60 -5.74
H -12.69 -9.18 -6.29
H -12.62 -9.53 -4.64
H -11.59 -7.12 -4.30
H -9.89 -6.93 -4.70
H -11.04 -6.84 -5.97
H -9.65 -10.48 -5.60
C -12.60 -15.01 -3.69
N -12.28 -14.22 -4.99
C -12.91 -12.91 -5.16
C -11.32 -14.64 -5.83
O -11.09 -14.05 -6.92
H -13.69 -14.96 -3.63
H -12.16 -14.56 -2.80
H -12.28 -16.05 -3.71
H -13.98 -13.00 -5.34
H -12.90 -12.33 -4.24
H -12.54 -12.29 -5.98
H -10.92 -15.59 -5.44
```

SMILES: CCOC(=O)OC.CN(C)C=O.CN(C)C=O.CN(C)C=O.CN(C)C=O.CN(C)C=O.CN(C)C=O.CN(C)C=O.CN(C)C=O
Net charge: 0
Energy (Ha): -2370.29653

C36H22Co2O8 | wB97M-V/def2-TZVPD

XYZ file:
```
68
C36H22Co2O8 wB97M-V/def2-TZVPD
C -3.61 1.65 -3.23
C -3.00 2.03 -2.03
C -1.95 1.28 -1.49
C -1.51 0.11 -2.15
C -0.44 -0.74 -1.68
C 0.86 -0.16 -1.35
C 2.11 -0.85 -1.83
C 2.29 -1.07 -3.20
C 3.49 -1.62 -3.65
C 4.52 -1.90 -2.72
C 4.32 -1.67 -1.35
C 3.11 -1.14 -0.91
O 0.95 0.90 -0.72
C -0.53 -2.17 -2.04
C -1.80 -2.95 -1.72
C -3.00 -2.48 -1.14
C -4.13 -3.31 -1.09
C -4.07 -4.63 -1.58
C -2.86 -5.12 -2.10
C -1.75 -4.29 -2.14
O 0.37 -2.78 -2.65
C -2.09 -0.23 -3.39
C -3.14 0.52 -3.93
H -4.42 2.27 -3.66
H -3.39 2.94 -1.53
H -1.44 1.55 -0.57
H 1.49 -0.80 -3.89
H 3.60 -1.83 -4.72
H 5.48 -2.30 -3.09
H 5.11 -1.89 -0.62
H 2.92 -0.96 0.16
H -3.06 -1.47 -0.76
H -5.08 -2.96 -0.67
H -4.96 -5.29 -1.59
H -2.77 -6.13 -2.52
H -0.82 -4.68 -2.55
H -1.70 -1.11 -3.91
H -3.52 0.26 -4.92
O 2.63 -0.80 2.28
C 2.63 -0.43 3.38
Co 2.40 0.14 5.06
C 2.94 -1.22 6.04
O 3.30 -2.12 6.67
C 3.89 0.95 5.50
O 4.89 1.41 5.83
C 1.45 1.85 4.77
C 0.94 2.09 3.47
C 1.49 2.62 2.33
C 0.74 3.27 1.29
C 1.45 3.91 0.24
C 0.79 4.30 -0.93
C -0.60 4.13 -1.05
C -1.33 3.75 0.08
C -0.68 3.28 1.23
Co 0.01 0.85 4.39
C -1.56 1.28 5.13
O -2.64 1.59 5.43
C 0.41 -0.91 5.13
O -0.02 -1.95 5.43
C -0.75 0.26 2.92
O -1.31 -0.10 1.98
H 1.64 2.65 5.50
H 2.63 2.59 2.22
H 2.54 4.03 0.33
H 1.35 4.71 -1.78
H -1.12 4.31 -2.00
H -2.43 3.75 0.04
H -1.25 2.83 2.06
```

Net charge: -2
Energy (Ha): -4752.43556

C38H34NO2PRhS4 | wB97M-V/def2-TZVPD

XYZ file:
```
81
C38H34NO2PRhS4 wB97M-V/def2-TZVPD
Rh 0.74 -0.38 -0.42
C 3.44 -4.25 1.05
C 2.11 -3.88 1.66
S 0.98 -2.87 0.68
C 0.79 -3.77 -0.87
C 1.82 -3.50 -2.00
S 2.55 -1.84 -2.02
C 4.35 -2.06 -1.97
C 4.93 -3.08 -1.01
S 4.49 -2.81 0.72
H 3.31 -4.81 0.12
H 3.97 -4.90 1.75
H 2.25 -3.30 2.58
H 1.53 -4.77 1.91
H -0.21 -3.49 -1.21
H 0.77 -4.83 -0.62
H 1.31 -3.63 -2.96
H 2.64 -4.21 -1.97
H 4.69 -1.06 -1.69
H 4.68 -2.27 -2.99
H 6.02 -3.01 -1.08
H 4.67 -4.10 -1.28
O 2.74 0.02 2.79
C 2.35 0.73 1.90
O 2.36 0.34 0.62
C 1.88 2.13 2.17
C 2.59 2.88 3.11
C 2.22 4.18 3.39
C 1.11 4.75 2.77
C 0.38 4.00 1.86
C 0.77 2.70 1.55
P -0.23 1.78 0.35
C -0.18 2.87 -1.11
C 1.06 2.92 -1.75
C 1.23 3.72 -2.87
C 0.17 4.46 -3.37
C -1.06 4.43 -2.72
C -1.24 3.64 -1.59
C -1.90 1.74 1.05
C -3.01 1.43 0.25
C -4.26 1.25 0.83
C -4.40 1.34 2.21
C -3.30 1.63 3.01
C -2.05 1.82 2.43
H 3.43 2.42 3.61
H 2.79 4.76 4.11
H 0.81 5.77 2.99
H -0.49 4.44 1.38
H 1.90 2.35 -1.37
H 2.20 3.77 -3.35
H 0.29 5.07 -4.25
H -1.89 5.02 -3.09
H -2.18 3.66 -1.07
H -2.90 1.32 -0.82
H -5.11 1.02 0.21
H -5.38 1.20 2.67
H -3.41 1.69 4.09
H -1.20 2.04 3.06
S -3.71 -1.90 -0.72
C -3.36 -2.01 0.98
C -4.20 -2.42 2.02
C -3.69 -2.37 3.30
C -2.39 -1.91 3.55
C -1.57 -1.52 2.52
C -2.06 -1.58 1.22
N -1.38 -1.20 0.06
C -2.13 -1.29 -1.00
C -1.61 -0.83 -2.29
C -2.44 -0.63 -3.40
C -1.90 -0.10 -4.56
C -0.55 0.21 -4.61
C 0.27 0.00 -3.51
C -0.25 -0.52 -2.32
H -5.21 -2.76 1.82
H -4.32 -2.68 4.13
H -2.03 -1.87 4.57
H -0.56 -1.17 2.71
H -3.50 -0.87 -3.34
H -2.53 0.06 -5.43
H -0.13 0.63 -5.52
H 1.32 0.24 -3.58
```

Net charge: +1
Energy (Ha): -3718.07626
2S+1: 5